[1]
DFT (ωB97M-V with the def2-TZVPD basis set) results for a structure of composition C28H47FeN2OPS7.

Geometry as XYZ:
```
87
Properties=species:S:1:pos:R:3:forces:R:3
Fe 0.830110 -1.143227 0.574927 0.19 -0.34 0.07
S -2.439560 -3.732539 6.404126 -0.01 0.01 -0.03
C -1.702696 -3.163899 5.082990 0.11 0.06 -0.16
S -2.283815 -3.417388 3.450871 -0.09 -0.06 0.04
C -1.018010 -2.578839 2.612064 0.05 0.08 0.19
C -0.032646 -2.001120 3.417359 -0.17 -0.07 0.03
S 1.238710 -1.100057 2.767904 0.06 0.06 0.10
S -0.230568 -2.219469 5.125194 0.01 0.02 0.12
S -0.986623 -2.429681 0.937457 -0.08 0.03 -0.10
S 3.262723 -0.794844 0.192891 -0.15 -0.08 0.01
C 3.597392 -2.452009 0.239028 0.06 0.24 -0.10
N 3.319774 -3.288014 1.224360 -0.13 0.10 -0.14
C 3.509547 -4.708915 0.955030 -0.05 -0.01 -0.02
C 4.595142 -4.770547 -0.115800 -0.03 -0.13 0.06
S 4.374648 -3.249191 -1.088822 0.04 -0.01 0.05
H 2.773845 -2.943733 2.007713 0.04 -0.01 0.08
H 2.567570 -5.135176 0.594617 0.06 -0.01 0.02
H 3.808733 -5.224261 1.865471 0.00 -0.01 -0.02
H 4.479616 -5.642176 -0.754539 0.03 0.02 -0.01
H 5.592738 -4.772269 0.319800 0.00 0.03 -0.02
C -3.851190 1.878616 2.904342 -0.06 0.05 0.00
C -2.479029 1.888162 3.590955 0.03 0.04 0.06
C -1.421984 1.149935 2.762856 0.12 -0.03 0.00
C -1.665939 1.375638 1.269162 -0.02 0.11 -0.08
C -2.981760 0.680887 0.863350 0.05 -0.10 -0.08
C -3.993975 0.649258 2.018370 -0.05 -0.05 -0.02
P -0.220924 0.916272 0.207831 0.08 0.01 0.21
C -0.790606 1.015524 -1.553613 0.00 0.15 -0.08
C -1.440013 2.359983 -1.963855 0.12 0.02 0.09
C -2.260151 2.238832 -3.254628 -0.07 0.01 0.00
C -1.628168 1.226691 -4.196647 0.04 0.01 -0.06
C -1.695046 -0.175850 -3.575067 -0.04 -0.06 0.01
C -1.693127 -0.126144 -2.039890 -0.01 -0.09 0.12
C 0.972217 2.338440 0.356242 -0.08 0.15 -0.12
C 1.986612 2.169970 1.503022 -0.03 -0.12 0.06
C 2.742616 3.472581 1.736158 0.07 -0.02 -0.01
C 1.809110 4.549660 2.301117 0.04 0.07 0.05
C 0.368975 4.334474 1.830327 -0.07 0.05 0.01
C 0.339078 3.758032 0.419639 -0.03 -0.05 -0.08
H -3.971188 2.774991 2.288826 0.01 0.01 -0.02
H -4.647422 1.916712 3.648117 0.00 -0.01 0.00
H -2.546505 1.419962 4.575216 0.00 -0.02 0.00
H -2.155085 2.917500 3.762405 -0.01 0.01 0.00
H -1.477559 0.077704 2.950054 -0.02 -0.05 0.05
H -0.422831 1.459886 3.072855 -0.02 -0.01 -0.02
H -1.797023 2.452835 1.120732 0.02 -0.02 -0.01
H -2.785754 -0.342675 0.533545 -0.01 0.02 0.02
H -3.416684 1.205979 0.009916 -0.01 0.03 0.02
H -3.846709 -0.253796 2.618044 0.03 0.00 0.04
H -5.003431 0.578949 1.610826 0.00 -0.01 0.00
H 0.164032 0.920295 -2.090022 -0.01 -0.02 -0.01
H -0.656919 3.107670 -2.101536 0.01 0.01 0.00
H -2.085258 2.728257 -1.164376 -0.03 0.00 0.00
H -2.350005 3.218761 -3.724672 0.02 0.00 0.00
H -3.279178 1.918566 -3.021820 -0.02 0.00 0.00
H -0.587576 1.511821 -4.381929 0.02 0.02 0.02
H -2.121746 1.235462 -5.168429 -0.01 -0.01 -0.01
H -0.854051 -0.775924 -3.923949 0.08 -0.04 -0.05
H -2.600024 -0.686765 -3.912018 -0.01 0.00 0.02
H -1.391699 -1.088839 -1.623446 -0.01 0.03 -0.01
H -2.707281 0.049433 -1.683835 0.00 0.00 -0.02
H 1.540370 2.263215 -0.581659 -0.03 -0.01 0.03
H 2.678649 1.364078 1.271423 0.01 0.04 0.03
H 1.488278 1.875367 2.430643 -0.01 0.02 -0.01
H 3.177832 3.801696 0.788095 -0.01 0.01 -0.02
H 3.582031 3.304879 2.411740 0.00 -0.02 0.00
H 2.153988 5.537881 1.991046 0.01 0.00 -0.01
H 1.847317 4.541157 3.392120 -0.02 -0.01 0.00
H -0.181411 5.276526 1.859909 -0.01 -0.01 -0.02
H -0.157048 3.659032 2.509483 0.00 -0.04 0.02
H 0.898894 4.423096 -0.244154 0.05 -0.02 0.01
H -0.677594 3.762447 0.037315 -0.01 0.01 0.01
C 1.222602 -2.807924 -4.712776 -0.05 -0.02 -0.04
N 1.327754 -2.072157 -3.461922 0.02 -0.05 0.13
C 2.150596 -0.872453 -3.495984 0.02 0.08 0.01
C 0.807862 -2.519717 -2.318044 0.07 0.01 0.07
C 0.066504 -3.824732 -2.331311 -0.03 -0.02 0.02
O 0.949679 -1.880340 -1.259092 -0.07 0.10 -0.45
H 1.344014 -2.102179 -5.531344 0.00 -0.01 -0.02
H 0.246198 -3.274824 -4.814425 0.03 -0.01 -0.01
H 2.001379 -3.569170 -4.791986 0.00 -0.01 -0.02
H 1.721706 -0.153695 -4.197584 0.01 -0.01 0.03
H 3.158667 -1.129597 -3.826671 -0.01 0.02 -0.01
H 2.208254 -0.439201 -2.502564 0.01 -0.01 -0.02
H 0.685230 -4.619041 -2.746623 0.02 -0.05 -0.01
H -0.830115 -3.751695 -2.947427 -0.05 0.02 0.00
H -0.225083 -4.073050 -1.315000 0.01 0.00 -0.01
```
Forces are in eV/Å.

The max |F| is 0.47 eV/Å. The value obtained for the energy relative to the best compared isomer or geometry (same formula, charge and spin) is 0.0 kcal per mole. Its spin multiplicity is 2. As for the net charge: +1. The value obtained for the molecular weight is 738.985 u. The total energy is -154346.413 eV.

Löwdin atomic charge list, values in e, 6 entries: Fe -0.1792; S 0.6472; C -1.4780; S 0.9297; C -1.0982; C -1.0985

[2]
DFT (ωB97M-V with the def2-TZVPD basis set) results for a cluster of 9 separate species, C28H47N9 in total in a non-equilibrium geometry.

Geometry as XYZ:
```
84
Properties=species:S:1:pos:R:3:forces:R:3
C 3.083619 2.456887 -0.759560 0.26 0.86 -0.24
C 3.325125 3.992320 -0.629877 -0.33 -1.24 0.42
C 2.099393 4.776348 -0.100406 0.36 0.01 -0.17
C 1.427669 4.180404 1.056814 -0.91 -1.37 1.69
N 0.885259 3.658634 1.951606 1.21 1.12 -1.79
H 2.404151 2.203482 -1.573324 -0.31 0.16 0.18
H 2.706942 2.087823 0.194387 -0.10 -0.21 -0.12
H 4.011563 1.938309 -1.000595 0.14 0.07 0.18
H 3.652104 4.418739 -1.578220 -0.11 0.08 0.06
H 4.132672 4.117248 0.091473 0.11 0.14 -0.04
H 1.339122 4.888225 -0.873435 -0.01 0.07 -0.03
H 2.470571 5.752483 0.211831 -0.29 0.20 -0.11
C 5.135703 1.441523 2.676949 -0.02 0.13 -0.26
C 3.845864 1.264639 3.487809 -0.09 -0.41 -1.09
C 4.034412 0.617250 4.847982 0.40 0.04 0.09
C 4.709984 -0.668532 4.691373 1.10 -2.44 -0.10
N 5.218055 -1.712605 4.563778 -1.01 2.17 0.22
H 5.585017 0.482576 2.418806 0.04 -0.14 0.35
H 5.903801 2.065242 3.134217 -0.09 0.02 0.22
H 4.909717 1.873907 1.702233 -0.16 0.24 0.04
H 3.262678 0.562934 2.891470 -0.32 -0.06 -0.02
H 3.231532 2.164411 3.521128 0.25 0.15 0.31
H 3.093441 0.410473 5.357807 -0.05 0.24 0.00
H 4.666521 1.239133 5.481867 -0.10 0.06 0.19
C -3.327887 -4.617702 3.762307 -0.66 1.16 -0.13
C -2.899285 -3.419768 4.665381 -0.33 -2.14 -0.10
C -1.916402 -2.477807 4.077488 0.67 1.58 -0.21
C -2.470222 -1.586277 3.040198 0.15 -0.72 -0.59
N -2.887563 -0.916755 2.203095 -0.04 -0.08 0.25
H -2.494059 -5.208457 3.383052 0.13 0.19 0.15
H -3.896567 -4.231805 2.916264 0.01 -0.11 -0.27
H -4.009628 -5.272177 4.305439 0.11 -0.01 0.10
H -2.403806 -3.969546 5.465595 -0.03 0.68 0.61
H -3.732274 -2.816059 5.025626 -0.23 -0.51 0.17
H -0.987820 -2.950611 3.757652 -0.14 0.05 -0.36
H -1.650737 -1.740721 4.835260 0.30 -0.14 0.40
C -0.507722 1.036012 -4.094748 -0.35 -0.02 -0.16
C 0.608339 1.088151 -5.144082 -0.45 -0.44 0.23
C 1.002464 -0.281969 -5.774866 0.32 0.30 0.60
C -0.077320 -1.155294 -6.251237 -2.46 -1.40 -1.17
N -0.938997 -1.856433 -6.639950 2.37 2.06 1.17
H -1.486612 0.649142 -4.377945 0.11 0.02 -0.74
H -0.672170 2.050988 -3.732998 0.07 -0.14 0.28
H -0.249905 0.377618 -3.265192 0.35 0.19 0.20
H 1.441649 1.483102 -4.562958 0.49 -0.26 -0.31
H 0.427609 1.851107 -5.901274 -0.30 -0.21 -0.17
H 1.533175 -0.859820 -5.018213 -0.01 -0.14 0.15
H 1.742404 -0.151057 -6.564458 -0.17 0.05 -0.19
C 1.111045 -0.640537 -0.318402 -0.72 -0.58 0.85
C 0.215313 -0.059108 0.814193 0.15 0.66 -1.10
C -1.037950 0.716725 0.330945 0.31 -0.04 -0.79
C -0.812430 1.856992 -0.570421 1.83 3.77 -1.79
N -0.561777 2.803354 -1.247632 -1.10 -3.54 2.43
H 1.831848 -1.307035 0.155209 0.43 0.31 -0.02
H 1.597249 0.106209 -0.946159 -0.04 0.01 0.20
H 0.562936 -1.338703 -0.951048 -0.37 0.22 -0.19
H 0.813658 0.635224 1.404098 0.04 -0.04 0.19
H -0.176244 -0.834232 1.472958 0.22 -0.12 -0.12
H -1.598285 1.051002 1.204099 -0.26 -0.07 -0.26
H -1.636378 0.093102 -0.333201 -0.42 -0.55 0.55
C -2.436341 3.952037 1.771580 -0.84 -0.66 -0.43
C -3.697253 3.559558 2.448432 -1.32 -0.12 1.09
N -4.705782 3.292226 2.974190 2.12 0.49 -1.14
H -2.458087 3.455384 0.801547 0.04 0.08 -0.15
H -1.530843 3.585055 2.254800 -0.21 0.32 0.32
H -2.429568 5.022148 1.564421 0.15 -0.06 0.33
C -4.664371 0.276830 -3.394628 1.50 -1.00 0.35
C -3.499551 -0.614415 -2.961783 -2.84 1.69 -1.07
N -2.630049 -1.291381 -2.689373 1.26 -0.94 0.59
H -5.010281 -0.018358 -4.385240 0.22 -0.07 0.04
H -4.247618 1.282883 -3.442309 -0.38 0.07 0.11
H -5.499912 0.174984 -2.702099 0.26 0.20 0.10
C -2.706139 -3.797300 -0.269426 0.24 -0.12 -0.16
C -1.530256 -3.724751 0.582666 3.33 0.18 2.35
N -0.604686 -3.712185 1.319257 -3.02 0.00 -2.50
H -3.186438 -4.735143 0.009630 -0.54 0.27 -0.05
H -2.454216 -3.852419 -1.328476 0.25 0.02 0.11
H -3.300711 -2.892499 -0.143279 -0.24 -0.26 0.24
C -0.116078 -3.658463 -3.123392 0.01 -0.10 -0.41
C 0.677669 -3.799023 -4.329969 1.71 -0.42 -2.25
N 1.358746 -3.926245 -5.269678 -1.35 0.30 1.93
H -1.113776 -4.050315 -3.321230 -0.01 0.09 0.11
H -0.183310 -2.593679 -2.900217 -0.11 -0.16 0.37
H 0.378286 -4.253638 -2.355614 -0.17 0.28 0.27
```
Forces are in eV/Å.

The max |F| is 4.56 eV/Å. The value obtained for the energy relative to the best compared isomer or geometry (same formula, charge and spin) is 0.0 kcal per mole. As for the structure (SMILES): CCCC#N.CCCC#N.CCCC#N.CCCC#N.CCCC#N.CC#N.CC#N.CC#N.CC#N. As for the net charge: 0. The value obtained for the molecular weight is 509.747 u. The total energy is -43206.500 eV.

Löwdin atomic charge list, values in e, 6 entries: C -0.1093; C -0.2204; C -0.1849; C -0.2131; N 0.1597; H 0.0540